This record from the Open Molecules 2025 dataset describes a 2-piece molecular cluster, C14H27N6O4 overall in a non-equilibrium geometry. The level of theory is ωB97M-V/def2-TZVPD.

Each line ends with the Mulliken charge.
Atoms and positions in Å:
O (3.82, 3.38, -2.71)  -0.62
O (0.33, -2.73, 2.29)  -0.78
O (0.07, 0.14, -3.27)  -0.65
O (-0.88, -2.34, -0.17)  -0.37
C (2.91, 3.92, -3.33)  0.68
C (-0.88, -2.49, 2.31)  0.24
C (0.10, 1.36, -3.33)  -0.05
C (0.99, -0.01, -0.07)  -0.25
C (1.77, 1.00, -0.55)  -0.15
C (3.11, -0.53, 0.32)  -0.32
N (-1.51, -2.25, 1.11)  0.01
N (1.84, -0.95, 0.49)  0.24
N (-0.96, 2.00, -3.85)  -0.08
N (-0.89, -1.83, 4.76)  -0.62
N (1.68, 3.39, -3.39)  -0.06
N (3.09, 0.66, -0.33)  0.00
C (3.14, 5.23, -4.04)  -1.24
C (-1.26, 3.43, -3.92)  -1.00
C (-3.31, -3.59, 5.17)  -1.53
C (-2.83, -4.60, 2.94)  -1.42
C (-1.68, -2.40, 3.64)  -0.14
C (-2.23, -3.78, 4.09)  0.57
C (1.28, 2.23, -1.27)  -1.16
C (1.35, 2.09, -2.80)  0.69
H (-0.80, -3.27, -0.48)  0.32
H (-0.09, -0.05, -0.12)  0.54
H (4.00, -1.06, 0.65)  0.41
H (-2.50, -1.99, 1.15)  0.21
H (1.52, -1.80, 0.98)  0.26
H (-1.67, 1.37, -4.19)  0.29
H (-0.53, -0.91, 4.54)  0.26
H (-0.13, -2.46, 5.02)  0.26
H (0.98, 3.88, -3.93)  0.05
H (3.90, 1.21, -0.63)  0.28
H (2.94, 5.11, -5.10)  0.34
H (2.48, 5.99, -3.62)  0.33
H (4.18, 5.53, -3.90)  0.34
H (-0.73, 3.89, -4.76)  0.31
H (-0.98, 3.93, -2.99)  0.36
H (-2.33, 3.56, -4.08)  0.34
H (-4.16, -3.02, 4.77)  0.37
H (-3.68, -4.56, 5.51)  0.40
H (-2.90, -3.06, 6.03)  0.38
H (-3.61, -4.03, 2.43)  0.29
H (-2.06, -4.89, 2.22)  0.32
H (-3.28, -5.52, 3.33)  0.45
H (-2.53, -1.73, 3.45)  0.46
H (-1.40, -4.36, 4.52)  0.28
H (1.90, 3.07, -0.93)  0.57
H (0.26, 2.45, -0.96)  0.22
H (2.19, 1.42, -3.03)  0.39

Largest force on an atom = 2.031 eV/Å
Charge = +1
2S+1 = 1
E = -32081.047 eV

This record from the Open Molecules 2025 dataset describes a 2-piece molecular cluster, CH3NO2S overall in a non-equilibrium geometry. The level of theory is ωB97M-V/def2-TZVPD.

Each line ends with the Mulliken charge.
Atoms and positions in Å:
C (0.79, -0.75, -0.77)  -0.01
N (1.27, 0.33, -1.16)  -0.54
O (-2.69, 0.52, 1.12)  -0.37
O (-0.34, 1.16, 1.07)  -0.42
S (-1.33, 0.15, 1.36)  0.68
H (0.84, -1.60, -1.47)  0.28
H (0.26, -0.74, 0.21)  0.03
H (1.20, 0.94, -0.36)  0.36

Largest force on an atom = 1.706 eV/Å
2S+1 = 1
E = -17504.174 eV

This record from the Open Molecules 2025 dataset describes one molecule with the formula C8H13PS in a non-equilibrium geometry. The level of theory is ωB97M-V/def2-TZVPD.

Each line ends with the Mulliken charge.
Atoms and positions in Å:
C (-1.12, 0.95, -0.94)  -0.68
C (1.32, -0.65, -1.21)  -1.06
C (0.07, 1.48, -1.24)  0.69
C (1.30, 0.66, -1.26)  1.29
C (0.29, 2.95, -1.51)  -1.52
C (2.67, 1.27, -1.42)  -1.49
C (-1.31, -2.91, 3.01)  -1.19
C (-2.10, -2.30, 1.93)  -0.31
P (-1.39, -0.85, -0.68)  -0.01
S (-1.25, -0.73, 1.42)  -0.11
H (-2.00, 1.64, -0.92)  0.35
H (2.16, -1.25, -1.18)  0.33
H (0.45, 3.16, -2.53)  0.35
H (1.19, 3.26, -1.01)  0.28
H (-0.65, 3.33, -1.19)  0.43
H (3.36, 1.03, -0.63)  0.38
H (2.72, 2.37, -1.28)  0.31
H (3.07, 0.99, -2.35)  0.34
H (-0.29, -3.07, 2.82)  0.37
H (-1.46, -2.27, 3.85)  0.32
H (-1.78, -3.86, 3.22)  0.34
H (-3.17, -2.26, 2.17)  0.32
H (-2.08, -2.93, 0.93)  0.26

Largest force on an atom = 4.382 eV/Å
2S+1 = 1
E = -28626.806 eV

This record from the Open Molecules 2025 dataset describes a 5-piece molecular cluster, H10O4S overall in a non-equilibrium geometry. The level of theory is ωB97M-V/def2-TZVPD.

Each line ends with the Mulliken charge.
Atoms and positions in Å:
O (2.60, 0.34, -0.25)  -0.66
H (2.42, 0.92, 0.49)  0.30
H (3.00, -0.46, 0.12)  0.36
O (-0.25, -0.44, -0.72)  -0.75
H (-0.53, -0.11, -1.58)  0.33
H (0.72, -0.47, -0.81)  0.38
O (0.26, 1.28, 1.44)  -0.67
H (0.07, 0.84, 0.59)  0.39
H (0.05, 2.21, 1.30)  0.31
O (2.25, -0.50, 2.87)  -0.64
H (1.72, 0.01, 2.24)  0.33
H (1.81, -0.36, 3.71)  0.31
S (-4.47, -1.15, -3.62)  -0.30
H (-4.46, -2.00, -2.60)  0.16
H (-5.19, -0.12, -3.18)  0.15

SMILES = O.O.O.O.S
Largest force on an atom = 1.256 eV/Å
2S+1 = 1
E = -19187.651 eV

This record from the Open Molecules 2025 dataset describes C26H38F6N3O20RbS4 as an isolated structure in a non-equilibrium geometry. The level of theory is ωB97M-V/def2-TZVPD.

Each line ends with the Mulliken charge.
Atoms and positions in Å:
Rb (1.20, -2.24, -3.79)  0.86
C (-1.93, -0.44, -2.77)  0.14
F (-1.77, -1.55, -2.03)  -0.20
F (-1.69, -0.80, -4.04)  -0.17
F (-3.16, 0.00, -2.62)  -0.19
S (-0.73, 0.87, -2.26)  1.03
O (-0.65, 1.78, -3.37)  -0.57
O (-1.33, 1.43, -1.09)  -0.35
N (0.63, -0.05, -2.15)  0.01
S (1.46, 0.54, -0.90)  0.77
O (2.21, 1.67, -1.37)  -0.65
O (0.86, 0.61, 0.39)  -0.32
C (2.69, -0.83, -0.63)  0.33
F (3.27, -1.37, -1.73)  -0.23
F (3.64, -0.40, 0.19)  -0.26
F (2.05, -1.85, -0.04)  -0.21
C (0.02, 4.04, -0.80)  -0.38
O (-1.30, 4.49, -1.04)  -0.17
C (-1.78, 5.42, -0.24)  0.74
O (-1.18, 6.00, 0.63)  -0.58
O (-3.06, 5.59, -0.53)  -0.31
C (-3.73, 6.64, 0.16)  -0.69
H (0.54, 3.64, -1.65)  -0.02
H (0.01, 3.34, 0.04)  0.13
H (0.66, 4.86, -0.43)  0.46
H (-3.34, 6.76, 1.16)  0.34
H (-4.78, 6.35, 0.20)  0.23
H (-3.74, 7.56, -0.43)  0.27
C (7.54, -2.42, 1.15)  -0.34
O (8.39, -1.51, 1.83)  -0.36
C (7.92, -0.36, 2.33)  0.74
O (8.61, 0.38, 2.96)  -0.55
O (6.63, -0.17, 2.06)  -0.20
C (6.12, 1.10, 2.45)  -0.66
H (6.74, -2.73, 1.81)  0.08
H (8.16, -3.26, 0.86)  0.29
H (7.18, -2.01, 0.21)  0.23
H (6.77, 1.92, 2.18)  0.37
H (5.89, 1.11, 3.52)  0.32
H (5.15, 1.21, 1.97)  0.12
C (-5.69, -1.61, -0.65)  -0.20
C (-6.61, -2.57, -1.03)  -0.59
C (-7.68, -2.86, -0.20)  -0.38
C (-7.78, -2.20, 1.01)  -0.13
C (-6.81, -1.33, 1.45)  -0.44
C (-5.78, -0.98, 0.58)  -0.12
N (-8.99, -2.42, 1.83)  1.04
O (-9.87, -3.12, 1.37)  -0.62
O (-9.04, -1.84, 2.90)  -0.60
H (-4.88, -1.35, -1.31)  0.47
H (-6.54, -2.98, -2.03)  0.38
H (-8.46, -3.54, -0.51)  0.47
H (-6.80, -0.86, 2.43)  0.50
H (-5.07, -0.25, 0.94)  0.20
C (4.27, -2.29, 3.50)  0.21
C (4.19, -3.42, 4.30)  -0.36
C (3.06, -3.63, 5.07)  -0.40
C (2.06, -2.68, 5.09)  -0.38
C (2.11, -1.57, 4.26)  -0.27
C (3.20, -1.40, 3.43)  -0.40
N (0.84, -2.92, 5.87)  1.05
O (-0.11, -2.19, 5.68)  -0.57
O (0.84, -3.87, 6.62)  -0.62
H (5.16, -2.10, 2.91)  -0.11
H (5.07, -4.05, 4.38)  0.41
H (2.98, -4.55, 5.63)  0.46
H (1.29, -0.87, 4.19)  0.55
H (3.27, -0.52, 2.80)  0.37
O (0.05, -0.96, -6.62)  -0.62
S (0.35, 0.40, -6.96)  1.16
O (-0.63, 1.37, -7.29)  -0.64
O (1.14, 0.93, -5.71)  -0.13
C (1.50, 2.35, -5.68)  -0.39
C (2.41, 2.54, -4.48)  -0.80
C (1.61, 0.40, -8.21)  -1.00
H (0.57, 2.91, -5.58)  0.29
H (2.02, 2.55, -6.61)  0.50
H (2.19, 3.52, -4.07)  0.27
H (3.47, 2.47, -4.74)  0.38
H (2.13, 1.84, -3.70)  0.01
H (1.32, -0.26, -9.03)  0.41
H (2.49, -0.07, -7.78)  0.30
H (1.81, 1.42, -8.49)  0.34
O (-3.47, -0.89, 3.23)  -0.60
S (-2.44, 0.10, 3.15)  1.38
O (-2.09, 0.91, 4.26)  -0.72
O (-1.15, -0.64, 2.62)  -0.14
C (-1.35, -1.64, 1.62)  0.42
C (-1.60, -3.05, 2.15)  -1.37
C (-2.78, 1.23, 1.84)  -0.73
H (-0.36, -1.76, 1.16)  -0.13
H (-1.97, -1.29, 0.80)  0.18
H (-1.57, -3.71, 1.28)  0.46
H (-2.60, -3.14, 2.57)  0.35
H (-0.81, -3.34, 2.83)  0.21
H (-3.81, 1.59, 1.92)  0.49
H (-2.68, 0.74, 0.88)  -0.10
H (-2.14, 2.10, 1.95)  0.26

Largest force on an atom = 2.336 eV/Å
2S+1 = 1
E = -133292.650 eV

This record from the Open Molecules 2025 dataset describes one molecule with the formula C15H10BrN5 in a non-equilibrium geometry. The level of theory is ωB97M-V/def2-TZVPD.

Each line ends with the Mulliken charge.
Atoms and positions in Å:
N (-2.84, -2.18, -2.43)  -0.53
C (-1.86, -1.35, -2.09)  0.36
N (-1.51, -0.11, -2.65)  -0.74
C (-0.56, 0.30, -1.88)  0.35
C (0.14, 1.60, -1.80)  0.50
C (0.13, 2.61, -2.77)  -0.55
C (0.56, 3.93, -2.48)  -0.51
C (1.02, 4.22, -1.18)  -0.37
C (1.18, 3.19, -0.25)  -0.35
C (0.74, 1.95, -0.55)  0.21
N (0.89, 0.90, 0.46)  -0.45
C (0.36, -0.27, 0.32)  0.06
C (0.48, -1.21, 1.48)  0.50
C (-0.56, -1.30, 2.39)  -0.22
C (-0.48, -2.14, 3.57)  -0.76
C (0.67, -2.82, 3.79)  -0.40
C (1.74, -2.77, 2.87)  -0.26
C (1.68, -1.98, 1.67)  -0.06
Br (3.18, -2.06, 0.42)  -0.16
N (-0.39, -0.66, -0.83)  0.94
N (-1.28, -1.60, -0.99)  -1.13
H (-3.11, -2.59, -1.57)  0.31
H (-3.64, -1.65, -2.83)  0.26
H (-0.32, 2.56, -3.77)  0.38
H (0.49, 4.75, -3.22)  0.35
H (1.29, 5.20, -0.83)  0.38
H (1.39, 3.38, 0.81)  0.38
H (-1.46, -0.80, 2.32)  0.52
H (-1.25, -2.06, 4.32)  0.37
H (0.78, -3.54, 4.57)  0.38
H (2.58, -3.52, 3.10)  0.24

SMILES = Nc1nc2c3ccccc3nc(-c3ccccc3Br)n2n1
Largest force on an atom = 5.238 eV/Å
2S+1 = 1
E = -93209.275 eV